No. 1
{
  "formula": "C42H33F10IrN6O3S3",
  "method": "ωB97M-V/def2-TZVPD",
  "symbols": ["Ir", "C", "N", "C", "C", "N", "C", "C", "F", "C", "F", "C", "F", "C", "F", "C", "F", "C", "C", "N", "C", "C", "F", "C", "F", "C", "F", "C", "F", "C", "F", "H", "H", "H", "H", "H", "H", "H", "H", "H", "H", "H", "S", "C", "N", "C", "C", "N", "C", "C", "C", "C", "C", "C", "C", "C", "S", "C", "C", "C", "C", "C", "C", "C", "H", "H", "H", "H", "H", "H", "H", "H", "H", "H", "H", "H", "H", "H", "H", "H", "H", "H", "O", "S", "O", "N", "C", "O", "C", "C", "C", "C", "C", "C", "H", "H", "H", "H"],
  "positions_angstrom": [[-1.150766, 1.686372, -0.639103], [-1.626543, 4.335097, 1.091959], [-2.379695, 3.375146, 0.233661], [-2.790065, 4.102803, -0.993933], [-1.532031, 4.267919, -1.888473], [-0.583588, 3.137502, -1.759051], [0.712385, 3.557515, -2.063807], [1.016905, 3.924854, -3.384661], [0.116637, 3.645676, -4.354050], [2.163008, 4.622261, -3.686602], [2.390232, 5.065429, -4.930836], [3.010585, 5.024695, -2.662153], [3.925366, 5.928352, -2.938575], [2.766465, 4.604298, -1.356303], [3.507971, 5.131789, -0.351047], [1.624179, 3.882769, -1.092761], [1.337060, 3.631807, 0.207279], [-3.586697, 2.794911, 0.917862], [-3.281993, 1.927858, 2.166410], [-2.019461, 1.255386, 2.020507], [-1.658221, 0.393259, 2.997006], [-0.350770, -0.068125, 2.887709], [0.412564, 0.368743, 1.891983], [0.258435, -0.968252, 3.747346], [1.564071, -1.363110, 3.629897], [-0.448265, -1.353178, 4.859943], [0.173289, -2.027069, 5.798352], [-1.759980, -0.906574, 5.082538], [-2.460804, -1.214300, 6.158858], [-2.353069, -0.155017, 4.114917], [-3.628169, 0.113764, 4.270012], [-2.201078, 5.249844, 1.287836], [-0.688754, 4.593808, 0.573832], [-1.333240, 3.863748, 2.017403], [-3.240524, 5.078190, -0.747924], [-3.519561, 3.504986, -1.551273], [-1.038470, 5.206406, -1.600584], [-1.905369, 4.247565, -2.941841], [-4.140329, 2.232866, 0.180602], [-4.262659, 3.598576, 1.262339], [-4.064847, 1.176405, 2.224499], [-3.301739, 2.520647, 3.103713], [0.175957, 0.128077, -1.825295], [1.174173, -0.910372, -0.824766], [2.337665, -0.574414, -0.224553], [3.181956, -1.519356, 0.476346], [2.907626, -2.947311, -0.024288], [1.452963, -3.202497, -0.164540], [1.059305, -4.598582, -0.242158], [1.210751, -5.426617, 1.019813], [0.538116, -5.123165, 2.204347], [0.671371, -5.933982, 3.289385], [1.455315, -7.046843, 3.278870], [2.125881, -7.400476, 2.096644], [1.996797, -6.549804, 1.005294], [0.768557, -2.266370, -0.850801], [-0.631024, -2.579603, -1.779622], [2.654570, 0.831641, -0.086001], [3.790772, 1.371447, -0.892751], [4.054603, 0.937717, -2.184855], [5.142246, 1.449810, -2.884548], [5.963007, 2.402136, -2.264572], [5.789712, 2.770509, -0.922719], [4.694743, 2.232279, -0.257545], [3.006479, -1.453557, 1.522109], [4.215424, -1.265426, 0.298988], [3.310855, -3.731433, 0.645537], [3.410873, -3.061165, -1.000034], [1.693738, -5.063791, -1.023739], [0.027671, -4.599450, -0.575914], [-0.042778, -4.203572, 2.216078], [0.158683, -5.662393, 4.223202], [1.451034, -7.747197, 4.098037], [2.758335, -8.232625, 1.948539], [2.479259, -6.800724, 0.118204], [2.884501, 1.005324, 0.990639], [1.692476, 1.370881, -0.319165], [3.395233, 0.203062, -2.627402], [5.365196, 1.143665, -3.883903], [6.830653, 2.745895, -2.747292], [6.546548, 3.413499, -0.466211], [4.572304, 2.516164, 0.805682], [-5.160872, 1.436023, -1.695087], [-4.098765, 0.586106, -2.159368], [-3.474048, 0.924260, -3.415267], [-2.891232, 0.458770, -0.986014], [-2.873144, -0.751101, -0.384887], [-2.026984, -1.051480, 0.466421], [-3.869770, -1.666317, -0.953329], [-4.093917, -2.986803, -0.607637], [-4.953603, -3.779050, -1.366556], [-5.603856, -3.235287, -2.491912], [-5.418233, -1.914582, -2.801580], [-4.554227, -1.148174, -2.028289], [-3.551678, -3.402139, 0.258231], [-5.136655, -4.822412, -1.095839], [-6.309831, -3.784229, -3.053895], [-5.927208, -1.480631, -3.633486]],
  "forces_ev_per_angstrom": [[-0.343, 0.629, 0.688], [0.510, -0.314, -0.534], [-0.416, -0.599, 0.147], [0.545, -0.660, -0.622], [-1.120, 0.037, -0.288], [-0.749, -0.050, 0.745], [0.125, 0.015, -1.119], [-0.644, -0.536, -0.219], [0.694, 0.203, 0.591], [-0.018, 0.391, -0.520], [-0.092, -0.300, 0.533], [-0.469, -0.213, 0.294], [0.605, -0.049, 0.116], [0.828, 1.249, -0.082], [-0.542, -0.676, -0.700], [0.234, 0.052, 1.077], [0.072, -0.019, -0.327], [-0.018, 0.745, 0.787], [0.124, 0.373, -0.741], [-0.025, -0.187, 0.722], [0.112, 0.080, -0.456], [1.913, -0.952, -0.356], [0.058, 0.186, -0.275], [0.596, 0.254, -0.199], [-1.478, 0.563, -0.155], [-0.257, 0.146, 0.985], [0.085, -0.521, 0.363], [0.482, -0.272, -0.588], [0.230, -0.365, 0.203], [-0.067, 0.825, -0.597], [-0.955, 0.364, 0.159], [-0.072, -0.288, -0.055], [-0.518, 0.026, 0.247], [-0.069, -0.175, 0.291], [0.181, -0.275, -0.112], [-0.020, 0.014, 0.371], [0.066, -0.185, -0.538], [0.517, 0.570, 0.676], [0.056, -0.156, -0.126], [0.315, 0.011, -0.263], [-0.374, 0.046, 0.166], [0.004, -0.226, -0.404], [-0.125, -0.016, -0.115], [0.412, -1.067, 0.162], [-0.455, 0.862, -0.673], [-0.501, -1.164, -0.757], [0.013, -0.097, 0.071], [0.911, 0.312, 0.294], [0.572, -0.541, -0.366], [-0.357, 0.780, 0.321], [0.134, 1.118, -1.410], [-0.918, 0.828, 1.859], [0.832, -1.950, -1.138], [-0.826, 1.671, 0.277], [-0.276, -0.322, 0.831], [-0.412, 0.448, 0.101], [0.211, 0.276, -0.157], [-1.044, 0.792, 1.028], [0.994, -0.241, 0.358], [-0.092, 0.229, -0.171], [0.009, 0.808, 0.915], [-0.573, -0.838, 0.879], [-0.241, -0.518, -1.065], [0.152, 0.615, 0.862], [-0.295, 0.142, 1.094], [0.386, 0.117, -0.178], [-0.145, 0.653, -0.170], [-0.307, -0.133, 0.115], [-0.476, 0.013, 0.135], [-0.200, -0.205, -0.081], [-0.146, -0.176, 0.250], [0.135, -0.172, -0.466], [0.194, 0.162, 0.346], [0.410, -0.976, 0.400], [0.910, -0.442, -1.473], [-0.284, 0.029, -0.584], [1.078, -0.367, 0.342], [-0.015, -0.043, -0.169], [0.008, -0.214, -0.427], [0.862, 0.484, -0.823], [-0.539, -0.174, 0.082], [-0.199, -0.338, -0.665], [0.014, -0.069, 0.112], [1.017, -0.330, -0.400], [-0.324, -0.221, 0.547], [-0.769, 0.119, -0.299], [1.098, 0.115, 0.690], [-0.695, 0.127, -0.274], [-0.643, -0.764, -0.384], [0.439, -0.877, 0.665], [-0.193, 0.098, -0.232], [0.669, -0.004, 1.521], [0.380, 1.082, 0.009], [0.004, 0.499, -0.180], [-0.346, 0.191, -0.527], [0.142, 0.402, -0.045], [-0.439, -0.738, -0.510], [-0.253, 0.267, -0.414]],
  "lowdin_charge": [1.206, -0.037, -0.306, -0.157, -0.153, -0.187, -0.208, -0.118, 0.120, -0.116, 0.138, -0.132, 0.162, -0.117, 0.116, -0.171, 0.073, -0.154, -0.177, 0.101, -0.160, -0.149, 0.105, -0.095, 0.102, -0.131, 0.168, -0.135, 0.159, -0.134, 0.145, 0.110, 0.076, 0.085, 0.140, 0.108, 0.132, 0.145, 0.068, 0.140, 0.130, 0.143, 0.710, -0.615, -0.088, -0.081, -0.067, -0.095, -0.130, -0.212, -0.039, -0.101, -0.070, -0.039, -0.053, -0.677, 0.886, -0.157, -0.224, -0.029, -0.052, -0.068, -0.062, -0.056, 0.110, 0.137, 0.142, 0.141, 0.142, 0.080, 0.115, 0.118, 0.108, 0.097, 0.093, 0.143, 0.061, 0.110, 0.102, 0.090, 0.118, 0.129, -0.295, 0.672, -0.292, -0.211, -0.596, -0.024, -0.182, -0.013, -0.032, -0.044, -0.025, -0.183, 0.132, 0.116, 0.104, 0.121],
  "e_homo_ha": [-0.3589, -0.4121],
  "spin_multiplicity": 6,
  "e_above_lowest_kcal_mol": 8.81,
  "e_lumo_ev": [-2.874, -4.743],
  "total_charge": 1,
  "orbital_gap_ev": [6.9, 6.5],
  "fmax_ev_per_a": 2.4
}

---

No. 2
{
  "formula": "C42H34ClIN4O3PS2Sn",
  "method": "ωB97M-V/def2-TZVPD",
  "symbols": ["Sn", "O", "C", "O", "C", "C", "C", "C", "C", "C", "P", "C", "C", "C", "C", "C", "C", "C", "C", "C", "C", "C", "C", "H", "H", "H", "H", "H", "H", "H", "H", "H", "H", "H", "H", "H", "H", "Cl", "C", "C", "C", "I", "C", "O", "C", "N", "C", "C", "C", "C", "H", "H", "H", "H", "C", "C", "C", "C", "C", "C", "C", "C", "C", "S", "C", "N", "H", "H", "H", "H", "H", "H", "H", "H", "S", "C", "N", "C", "C", "C", "N", "H", "H", "H", "H", "H", "H", "H", "H"],
  "positions_angstrom": [[-1.414637, 0.204499, -0.711563], [-3.034902, -3.734285, 1.386899], [-2.114122, -2.955073, 1.700920], [-1.345765, -2.363454, 0.886927], [-1.753453, -2.728310, 3.149336], [-2.445204, -3.419156, 4.132159], [-2.065744, -3.284288, 5.488590], [-1.054791, -2.363991, 5.818037], [-0.349140, -1.714655, 4.810895], [-0.702512, -1.881830, 3.465715], [0.085593, -0.908153, 2.118040], [1.328515, -1.987317, 1.392845], [1.496334, -3.310129, 1.774076], [2.567707, -4.064121, 1.257883], [3.467049, -3.449659, 0.389950], [3.279817, -2.081556, 0.001821], [2.225979, -1.395155, 0.533745], [1.138098, 0.269501, 3.142816], [2.535916, 0.346658, 3.215889], [3.138281, 1.462821, 3.819564], [2.416477, 2.468536, 4.407024], [1.029718, 2.424686, 4.319789], [0.424921, 1.336004, 3.677771], [-3.212058, -4.130477, 3.863135], [-2.658549, -3.808447, 6.263280], [-0.771991, -2.219300, 6.844040], [0.455203, -1.107282, 5.116787], [0.828758, -3.751822, 2.471652], [2.655876, -5.130795, 1.485974], [4.294390, -4.035202, -0.034460], [3.981202, -1.616590, -0.673492], [2.071372, -0.339506, 0.230027], [3.153916, -0.437171, 2.853090], [4.213312, 1.469047, 3.832017], [2.932931, 3.240446, 4.904704], [0.398679, 3.201226, 4.745928], [-0.655699, 1.368181, 3.577585], [5.257688, 3.197498, -2.221198], [3.796915, 2.225827, -2.230134], [3.684459, 1.226519, -3.150402], [2.556366, 0.328411, -3.158544], [2.559310, -1.187810, -4.577143], [1.483856, 0.514937, -2.256857], [0.423094, -0.200248, -2.293912], [1.645821, 1.553613, -1.273537], [0.637125, 1.692980, -0.359697], [0.743972, 2.561205, 0.631156], [1.856621, 3.438973, 0.744999], [2.869162, 3.358141, -0.191136], [2.772828, 2.410896, -1.243364], [4.525782, 1.055837, -3.833081], [-0.123987, 2.648506, 1.281575], [1.867600, 4.097125, 1.612472], [3.764565, 3.991523, -0.093953], [-2.048853, 0.718858, -4.065010], [-1.977551, 2.098927, -3.479323], [-1.808748, 3.259736, -4.255274], [-1.637510, 4.463806, -3.632610], [-1.744994, 4.567046, -2.217143], [-1.538791, 5.768967, -1.503058], [-1.695025, 5.754155, -0.156518], [-2.088477, 4.595481, 0.520798], [-2.253251, 3.382923, -0.081674], [-2.691104, 1.939038, 0.827624], [-2.008946, 3.341613, -1.518506], [-1.995748, 2.153492, -2.164794], [-1.948526, 0.735504, -5.139829], [-2.991541, 0.224580, -3.755865], [-1.239177, 0.138241, -3.609407], [-1.723886, 3.128628, -5.347011], [-1.400131, 5.327561, -4.214409], [-1.223904, 6.645018, -2.043845], [-1.607677, 6.660561, 0.462966], [-2.252047, 4.590368, 1.577156], [-4.805206, -1.955400, -2.652088], [-3.410935, -2.876855, -2.698878], [-2.584888, -2.821741, -3.787909], [-1.168250, -3.234860, -3.756009], [-0.706019, -3.654501, -2.359676], [-1.771448, -4.428882, -1.658851], [-3.030940, -3.667102, -1.687221], [-2.806295, -2.055814, -4.392208], [-0.515119, -2.408049, -4.101341], [-1.019038, -4.032641, -4.499981], [-0.470581, -2.816167, -1.725853], [0.181669, -4.287360, -2.447150], [-1.438168, -4.622455, -0.606017], [-1.935713, -5.436747, -2.082219], [-3.505836, -3.683742, -0.795513]],
  "forces_ev_per_angstrom": [[0.141, -0.286, 0.210], [0.096, 0.299, 0.381], [-0.095, -0.628, -0.863], [0.026, 0.128, 0.044], [-0.608, -0.422, -0.139], [0.733, -0.239, 1.554], [-0.672, 0.606, -0.549], [-0.413, -1.009, -0.614], [-1.051, -0.758, -0.100], [0.413, 0.570, 0.310], [-0.590, 0.644, 0.098], [0.198, -0.408, 1.102], [1.083, -0.145, -0.738], [-0.352, 0.469, -0.253], [-0.030, 0.737, -0.583], [0.758, -2.190, 0.529], [-0.124, 1.442, -0.950], [0.457, -0.195, -0.466], [-0.846, 1.002, 0.651], [0.273, -1.361, -0.479], [-0.818, -0.377, -0.416], [-0.237, -0.626, -0.100], [-0.239, 0.956, 0.423], [-0.113, 0.143, -0.230], [0.612, 0.320, -0.468], [0.086, 0.067, 0.316], [0.814, 0.782, 0.035], [-0.563, -0.343, 0.430], [0.067, 0.433, 0.072], [-0.348, 0.355, 0.187], [0.011, 0.086, -0.122], [0.137, -0.789, 0.355], [0.387, -0.532, -0.424], [0.349, 0.174, 0.148], [0.384, 0.966, 0.478], [0.161, -0.062, -0.056], [-0.062, -0.168, -0.047], [-0.268, -0.009, 0.083], [-0.452, -0.144, 0.262], [-0.327, -1.039, -0.050], [0.902, 1.568, 0.544], [-0.238, 0.018, 0.150], [0.176, -0.887, -1.225], [-0.074, 0.228, 0.391], [-0.037, 0.870, 0.436], [-0.086, -0.072, 0.138], [0.168, 0.351, -0.897], [-0.082, -0.630, -0.095], [-0.268, 0.209, 0.659], [0.618, 0.014, -0.067], [-0.508, 0.066, 0.166], [0.284, -0.187, 0.064], [0.226, -0.016, -0.342], [-0.548, -0.350, -0.209], [-0.311, -0.029, 0.586], [0.271, -0.545, 0.157], [0.127, -0.132, -0.632], [-0.055, -0.486, 0.522], [0.055, -1.076, -0.261], [0.019, -0.212, -0.276], [-0.293, 0.927, 0.837], [-0.050, -0.354, 0.182], [0.236, -0.676, -1.291], [0.286, 0.355, -0.225], [0.109, 1.028, 0.564], [-0.443, 0.007, 0.320], [-0.006, -0.086, -0.307], [0.269, 0.281, -0.274], [0.050, -0.035, -0.317], [-0.122, 0.291, 0.666], [0.059, 0.559, -0.232], [-0.076, 0.260, -0.068], [0.191, -0.344, -0.549], [-0.039, 0.356, 0.562], [-0.420, 0.314, -0.053], [0.736, -0.228, 0.446], [0.570, -0.240, 0.621], [0.468, 0.333, -0.327], [0.111, -0.466, -0.735], [-0.427, -0.731, 0.767], [0.767, -0.696, 0.156], [-0.204, 0.106, -0.199], [-0.499, -0.161, 0.198], [-0.091, -0.072, 0.354], [0.187, 0.560, 0.033], [0.072, 0.219, -0.044], [-0.730, 0.521, -0.732], [0.046, 0.337, -0.208], [-0.374, 0.482, 0.026]],
  "lowdin_charge": [1.174, -0.013, -0.625, -0.229, -0.155, -0.017, -0.073, -0.089, -0.078, -0.270, 1.075, -0.367, -0.060, -0.083, -0.085, -0.065, -0.132, -0.355, -0.064, -0.097, -0.116, -0.085, -0.145, 0.108, 0.100, 0.088, 0.082, 0.096, 0.099, 0.095, 0.098, 0.099, 0.089, 0.094, 0.082, 0.100, 0.096, 0.637, -0.621, -0.195, -0.649, 0.876, -0.479, -0.298, -0.169, 0.040, -0.130, -0.020, -0.013, -0.165, 0.086, 0.065, 0.106, 0.096, -0.041, -0.303, -0.012, 0.000, -0.144, -0.059, -0.094, -0.144, -0.647, 0.492, -0.224, 0.025, 0.079, 0.058, 0.039, 0.120, 0.107, 0.104, 0.110, 0.091, 0.512, -0.920, 0.006, -0.171, -0.176, -0.183, 0.032, 0.079, 0.075, 0.109, 0.082, 0.120, 0.123, 0.119, 0.099],
  "e_homo_ha": -0.1832,
  "e_above_lowest_kcal_mol": 0.00,
  "e_lumo_ev": 1.859,
  "total_charge": -1,
  "orbital_gap_ev": 6.8,
  "fmax_ev_per_a": 2.4
}